Entry 1:
# C10H12F6IrN2O4S3Si

C10H12F6IrN2O4S3Si as an isolated structure (wB97M-V/def2-TZVPD, OMol25).

Properties
Net charge   +1
Relative energy (zero: lowest compared OMol25 entry of this formula, charge and spin)   0.0000 eV
Gap between HOMO and LUMO (spin up / spin down)   8.82 / 6.49 eV
Multiplicity   5

Cartesian coordinates (Å):
1 Ir 0.01939 0.06190 0.19916
2 F -0.89807 -2.45984 -3.51600
3 C -0.92135 -1.14134 -3.51687
4 F -1.19049 -0.68316 -4.72086
5 F -1.84714 -0.71443 -2.65360
6 S 0.72479 -0.51786 -2.95885
7 O 0.73503 -0.94707 -1.52637
8 O 1.72020 -1.11909 -3.75903
9 N 0.68133 1.03125 -3.11094
10 S 0.08288 2.14672 -2.20528
11 O -0.71640 1.59168 -1.06080
12 O 1.00491 3.16834 -1.86576
13 C -1.25078 2.88797 -3.24993
14 F -0.69754 3.39566 -4.33063
15 F -1.84366 3.83224 -2.54399
16 F -2.12472 1.95290 -3.58159
17 C -1.82900 -3.47693 4.34352
18 Si -1.72418 -1.77653 5.08451
19 C -3.26920 -0.77876 4.82207
20 C -1.26574 -1.85090 6.88032
21 C -0.28729 -0.85552 4.20125
22 C 0.84426 -0.40503 4.88826
23 C 1.88699 0.25432 4.24710
24 C 1.81577 0.47586 2.88301
25 N 0.75140 0.06167 2.19772
26 C -0.26893 -0.58038 2.83807
27 S -1.50188 -0.95821 1.63748
28 H -2.59513 -4.05478 4.86543
29 H -0.88149 -4.00880 4.45469
30 H -2.09368 -3.46286 3.28511
31 H -4.09785 -1.24105 5.36326
32 H -3.55922 -0.71515 3.77201
33 H -3.14768 0.23571 5.20811
34 H -2.05591 -2.37408 7.42345
35 H -1.17036 -0.85864 7.32660
36 H -0.33823 -2.40158 7.05129
37 H 0.91472 -0.57505 5.95552
38 H 2.75243 0.59378 4.79825
39 H 2.59269 0.97914 2.32471

---

Entry 2:
# C13H26N2O6

A 4-piece molecular cluster, C13H26N2O6 overall in a non-equilibrium geometry (wB97M-V/def2-TZVPD, OMol25).

Properties
SMILES string   COC(=O)OC.COCCOCCOC.CC#N.CC#N
Net charge   0
Relative energy (zero: lowest compared OMol25 entry of this formula, charge and spin)   0.2432 eV
Gap between HOMO and LUMO   9.84 eV

Cartesian coordinates (Å):
1 C -11.00620 -11.93639 9.47833
2 O -11.66437 -12.58454 8.39689
3 C -11.72953 -13.89787 8.44804
4 O -11.25411 -14.60778 9.27115
5 O -12.40154 -14.39278 7.41311
6 C -12.88386 -13.52319 6.39382
7 H -11.52002 -12.13361 10.41796
8 H -11.08652 -10.85869 9.35466
9 H -9.96295 -12.24464 9.47275
10 H -13.52461 -14.12975 5.75864
11 H -12.02975 -13.26000 5.76104
12 H -13.36990 -12.62134 6.75441
13 C -19.83114 -10.96600 8.09378
14 O -20.20081 -9.92465 7.21037
15 C -19.20792 -9.65247 6.20821
16 C -18.84967 -10.89321 5.40718
17 O -17.81049 -11.57825 6.08825
18 C -17.69219 -12.92750 5.68233
19 C -16.73855 -13.63895 6.59316
20 O -17.24161 -13.61099 7.90307
21 C -16.33422 -14.15535 8.84238
22 H -20.60417 -10.99393 8.86642
23 H -18.87860 -10.75649 8.58402
24 H -19.85083 -11.95004 7.62182
25 H -18.35562 -9.20588 6.72331
26 H -19.66990 -8.89984 5.57252
27 H -18.45391 -10.58009 4.43237
28 H -19.71844 -11.54514 5.28862
29 H -17.32767 -12.95261 4.64785
30 H -18.67600 -13.41059 5.68006
31 H -15.76226 -13.13506 6.59964
32 H -16.59268 -14.66658 6.23063
33 H -15.93876 -15.11377 8.49694
34 H -16.88873 -14.33980 9.76218
35 H -15.56457 -13.42065 9.09082
36 C -11.99031 -17.41834 17.39959
37 C -11.34057 -16.50918 16.42149
38 N -10.84555 -15.79583 15.66969
39 H -11.54368 -17.06429 18.32877
40 H -11.83644 -18.47703 17.22859
41 H -13.05877 -17.22567 17.32748
42 C -11.99677 -14.29171 12.67735
43 C -13.06136 -13.58546 12.00051
44 N -13.89757 -12.99675 11.47911
45 H -12.33371 -15.29263 12.96279
46 H -11.72082 -13.82438 13.61976
47 H -11.14663 -14.48306 12.02415

---

Entry 3:
# C22H22N2O5S

One molecule with the formula C22H22N2O5S (wB97M-V/def2-TZVPD, OMol25).

Properties
SMILES string   COc1ccccc1NC(=O)CN(c1ccccc1OC)S(=O)(=O)c1ccccc1
Net charge   0
Relative energy (zero: lowest compared OMol25 entry of this formula, charge and spin)   1.5245 eV
Gap between HOMO and LUMO   8.83 eV

Cartesian coordinates (Å):
1 C 1.12756 2.32909 -3.92134
2 O 1.15084 2.03613 -2.54714
3 C 2.27681 1.47492 -2.00535
4 C 3.39195 1.08666 -2.72769
5 C 4.48022 0.51853 -2.08029
6 C 4.45767 0.34058 -0.71188
7 C 3.34779 0.72652 0.02329
8 C 2.24823 1.29009 -0.60713
9 N 1.09672 1.69895 0.06815
10 C 0.85724 1.68389 1.40057
11 O 1.64194 1.35095 2.26398
12 C -0.54733 2.20371 1.73735
13 N -1.63469 1.31585 1.38769
14 C -1.88027 0.17203 2.18048
15 C -3.00171 0.13285 2.98961
16 C -3.26231 -0.98153 3.77037
17 C -2.38747 -2.05149 3.74403
18 C -1.26780 -2.03290 2.92814
19 C -1.00944 -0.93045 2.12347
20 O 0.01644 -0.82834 1.23839
21 C 1.00332 -1.83287 1.22421
22 S -2.28256 1.30330 -0.14395
23 O -3.70766 1.39427 -0.02284
24 O -1.59821 2.32805 -0.88856
25 C -1.90713 -0.31338 -0.81684
26 C -0.85214 -0.47258 -1.69133
27 C -0.53567 -1.74340 -2.14250
28 C -1.27741 -2.83339 -1.71507
29 C -2.34995 -2.65685 -0.85453
30 C -2.67162 -1.38746 -0.40299
31 H 1.20910 1.42161 -4.52940
32 H 1.92617 3.02494 -4.19643
33 H 0.16059 2.79704 -4.09874
34 H 3.42745 1.22501 -3.79684
35 H 5.34317 0.22263 -2.65732
36 H 5.30530 -0.09560 -0.20615
37 H 3.32837 0.60505 1.09303
38 H 0.34730 2.04563 -0.52841
39 H -0.59263 2.38606 2.81537
40 H -0.72674 3.13805 1.20106
41 H -3.66309 0.98453 2.98814
42 H -4.13784 -1.00828 4.39995
43 H -2.57454 -2.91875 4.35941
44 H -0.60650 -2.88460 2.91771
45 H 1.49300 -1.91742 2.19799
46 H 0.58159 -2.79954 0.93087
47 H 1.73236 -1.51364 0.48120
48 H -0.30423 0.39600 -2.01400
49 H 0.29179 -1.88356 -2.82194
50 H -1.02354 -3.82508 -2.06012
51 H -2.93355 -3.50619 -0.53260
52 H -3.50691 -1.21560 0.25696

---

Entry 4:
# C4H19NO8

A 6-piece molecular cluster, C4H19NO8 overall in a non-equilibrium geometry (wB97M-V/def2-TZVPD, OMol25).

Properties
SMILES string   O=C(CCO)NCO.O.O.O.O.O
Net charge   0
Relative energy (zero: lowest compared OMol25 entry of this formula, charge and spin)   2.4863 eV
Gap between HOMO and LUMO   9.99 eV

Cartesian coordinates (Å):
1 O 0.57364 -2.21628 1.38281
2 C 0.96877 -1.32274 0.80538
3 C -0.01916 -0.13506 0.49429
4 C -0.65811 0.36045 1.82008
5 O -0.86379 1.73943 1.70080
6 N 2.33457 -1.17304 0.50713
7 C 2.86254 -0.17785 -0.48228
8 O 3.38809 0.93963 0.08256
9 H -0.82408 -0.55209 -0.20059
10 H 0.49888 0.67677 0.00973
11 H -0.01683 0.19036 2.72287
12 H -1.72672 -0.10009 1.96597
13 H -1.20677 2.14563 2.55685
14 H 2.95112 -1.66893 1.16597
15 H 2.08939 0.02412 -1.27633
16 H 3.66407 -0.73416 -1.02038
17 H 2.67112 1.51550 0.43402
18 O 0.15647 0.28360 -2.60305
19 H -0.02620 0.65386 -3.41820
20 H -0.66686 -0.08227 -2.35077
21 O -2.30622 -0.89574 -1.78580
22 H -2.94010 -1.15540 -2.45526
23 H -2.30705 -1.44735 -1.08527
24 O -1.66189 -2.77142 0.04626
25 H -0.98264 -2.70503 0.63963
26 H -1.83780 -3.72000 -0.09131
27 O 1.53591 2.54902 1.18117
28 H 1.45278 3.09762 0.36110
29 H 0.71085 2.25535 1.49376
30 O -2.62382 1.74715 -1.04524
31 H -2.49431 0.75544 -1.31311
32 H -2.69585 1.92352 -0.24282

---

Entry 5:
# C21H36FN8O3S

A 8-piece molecular cluster, C21H36FN8O3S overall (wB97M-V/def2-TZVPD, OMol25).

Properties
Net charge   +1
Gap between HOMO and LUMO   10.85 eV

Cartesian coordinates (Å):
1 C -0.61673 -2.12633 -1.97401
2 C 0.81964 -1.89930 -2.44986
3 C 1.74790 -0.93176 -1.70042
4 F 1.91894 0.22167 -2.44136
5 C 1.36911 -0.42045 -0.29810
6 C 0.11776 0.47806 -0.27004
7 S 0.27708 2.23099 0.01049
8 O -1.07089 2.71039 0.11565
9 O 1.20269 2.76347 -0.94246
10 C 2.59225 0.25910 0.34256
11 O 3.46473 -0.82590 0.63754
12 C 2.69114 -1.87509 1.11877
13 N 1.25785 -1.59307 0.64959
14 H -1.19737 -1.21845 -1.84694
15 H -1.12856 -2.71075 -2.73884
16 H -0.69985 -2.71268 -1.05980
17 H 0.76185 -1.50150 -3.46471
18 H 1.30920 -2.86564 -2.54515
19 H 2.73723 -1.38586 -1.60560
20 H -0.64566 0.10434 0.41927
21 H -0.34354 0.49593 -1.25802
22 H 0.82350 2.35166 1.24465
23 H 3.10962 0.94552 -0.31899
24 H 2.31553 0.73367 1.29276
25 H 2.69239 -1.96556 2.20607
26 H 3.01571 -2.80226 0.65008
27 H 0.92395 -2.48593 0.25095
28 H 0.68572 -1.32088 1.44843
29 C -0.05969 -5.44707 1.96267
30 C 0.56881 -4.88242 0.78092
31 N 1.04069 -4.42231 -0.16160
32 H -0.25336 -6.50897 1.81986
33 H 0.59156 -5.31147 2.82370
34 H -0.99541 -4.92625 2.15160
35 C -3.74467 4.35686 0.48021
36 C -5.03225 4.37804 -0.20327
37 N -6.04602 4.33946 -0.73882
38 H -2.93642 4.32743 -0.24690
39 H -3.62634 5.23114 1.11939
40 H -3.68149 3.46612 1.10264
41 C -4.76378 0.66950 -0.34858
42 C -3.60867 -0.10335 0.08942
43 N -2.69573 -0.71180 0.42833
44 H -5.62917 0.01936 -0.45919
45 H -4.99330 1.44126 0.38302
46 H -4.54729 1.14243 -1.30518
47 C 4.16416 -3.75275 -4.33819
48 C 2.76313 -4.09918 -4.54946
49 N 1.66325 -4.37295 -4.72464
50 H 4.79549 -4.60184 -4.59299
51 H 4.43591 -2.90752 -4.96777
52 H 4.33229 -3.49068 -3.29477
53 C 4.21571 3.97940 -1.58173
54 C 5.17782 3.05482 -0.99748
55 N 5.92403 2.33069 -0.51200
56 H 3.23060 3.51920 -1.60878
57 H 4.15550 4.88839 -0.98604
58 H 4.50357 4.23626 -2.59950
59 C -2.82524 -4.64897 6.00467
60 C -1.93657 -4.02318 5.03376
61 N -1.23940 -3.52930 4.26771
62 H -3.26940 -3.88508 6.63989
63 H -3.61698 -5.18673 5.48671
64 H -2.26321 -5.34544 6.62379
65 C -2.20645 8.10081 0.45346
66 C -2.54468 7.88129 1.85450
67 N -2.81607 7.67713 2.95011
68 H -3.10932 8.30993 -0.11776
69 H -1.52533 8.94395 0.35647
70 H -1.72746 7.21041 0.04930

---

Entry 6:
# C7H12

One molecule with the formula C7H12 (wB97M-V/def2-TZVPD, OMol25).

Properties
SMILES string   C[C@H]1[C@H]2CCC[C@@H]12
Net charge   0
Relative energy (zero: lowest compared OMol25 entry of this formula, charge and spin)   0.8493 eV
Gap between HOMO and LUMO   10.66 eV

Cartesian coordinates (Å):
1 C -1.88155 0.23565 0.59556
2 C -1.15434 -0.55392 -0.46763
3 C -0.02761 -0.01136 -1.30333
4 C 0.72227 1.19315 -0.70547
5 C 1.34783 0.65124 0.67989
6 C 1.21021 -0.88567 0.64939
7 C 0.19483 -1.20608 -0.39918
8 H -2.65637 0.84774 0.11975
9 H -2.36946 -0.44763 1.29815
10 H -1.24291 0.90713 1.17543
11 H -1.83132 -1.19630 -1.02357
12 H -0.00779 -0.18579 -2.37660
13 H 1.37187 1.62913 -1.48656
14 H 0.04127 2.01781 -0.43448
15 H 2.37116 0.93618 0.98566
16 H 0.70707 1.05483 1.46959
17 H 0.81201 -1.37020 1.54502
18 H 2.16568 -1.36690 0.38634
19 H 0.22717 -2.24902 -0.70799

---

Entry 7:
# C6H11NO2

C6H11NO2 as an isolated structure in a non-equilibrium geometry (wB97M-V/def2-TZVPD, OMol25).

Properties
Net charge   0
Relative energy (zero: lowest compared OMol25 entry of this formula, charge and spin)   5.5686 eV
Gap between HOMO and LUMO (spin up / spin down)   7.90 / 7.63 eV

Cartesian coordinates (Å):
1 C 0.66551 0.13338 -0.14695
2 C -0.97241 0.08715 1.08419
3 C 1.73611 0.32059 0.90694
4 C 0.66594 -1.23958 -0.78396
5 C 0.45377 1.24242 -1.05388
6 C -2.02740 0.17171 0.11508
7 N -2.76704 -1.01946 -0.06817
8 O -2.79921 -1.97425 0.67526
9 O -2.14860 1.10812 -0.70739
10 H -0.89440 -0.81365 1.67921
11 H -0.78028 1.00953 1.61888
12 H 1.64390 1.28387 1.41146
13 H 2.71689 0.29577 0.41856
14 H 1.70849 -0.47567 1.65546
15 H 1.54698 -1.33782 -1.42447
16 H -0.22127 -1.39081 -1.39963
17 H 0.71146 -2.02889 -0.03640
18 H 0.79688 1.07505 -2.07663
19 H -0.75486 1.32801 -1.19870
20 H 0.71952 2.22454 -0.66888

---

Values for energy, a.u., ordered as above
-2985.96598; -1071.80088; -1735.43536; -820.42419; -1983.26525; -273.87734; -440.28260